A molecular structure, C29H46FN3O6S at a distorted geometry. Source: OMol25; level of theory: wB97M-V/def2-TZVPD.

Last column: Löwdin charge in e.
Atoms and positions in Å:
C (6.56435, 2.76629, -4.42122)  0.131
C (5.96068, 3.27253, -3.51078)  -0.022
C (5.06567, 4.09056, -2.51246)  -0.329
C (4.73609, 5.45225, -3.26192)  -0.086
C (3.75175, 5.40622, -4.37449)  0.022
C (3.57152, 6.74956, -5.01558)  -0.025
C (4.38632, 7.84307, -4.46930)  -0.154
N (5.27010, 7.85403, -3.43409)  0.044
C (5.46283, 6.64649, -2.81519)  -0.051
O (6.01094, 4.27082, -1.40265)  -0.189
S (5.34855, 3.76749, 0.05108)  0.735
O (5.98062, 2.47714, 0.30521)  -0.245
O (5.56149, 4.71412, 1.12047)  -0.230
O (3.74419, 3.69439, -0.41749)  -0.142
C (3.89764, 3.29354, -1.81484)  -0.273
C (2.58780, 2.91817, -2.59144)  -0.092
C (2.81510, 1.91108, -3.77637)  -0.154
F (1.53033, 1.54639, -4.30215)  -0.095
H (7.20380, 2.52410, -5.30137)  0.067
H (3.21110, 4.49047, -4.70204)  0.093
H (2.84633, 6.87859, -5.86449)  0.104
H (4.25570, 8.83532, -4.99415)  0.109
H (6.20619, 6.60655, -1.97168)  0.133
H (4.37815, 2.26579, -1.67535)  0.152
H (1.88799, 2.42841, -1.84709)  0.139
H (2.04370, 3.84753, -2.94168)  0.124
H (3.40550, 2.34529, -4.62660)  0.108
H (3.28344, 0.95289, -3.41219)  0.136
C (-1.42545, -1.25502, -4.10013)  -0.034
C (-1.65785, -0.52736, -2.75918)  -0.483
C (-0.42629, -0.70052, -1.85292)  -0.140
C (-0.31333, -2.09757, -1.25406)  -0.178
C (-1.59598, -2.46177, -0.51548)  -0.138
C (-2.85743, -2.32020, -1.38659)  -0.476
N (-2.91777, -1.01454, -2.11734)  -0.050
O (-3.30483, -0.08344, -1.24237)  -0.022
C (-2.92300, -3.49578, -2.38970)  -0.043
C (-4.09139, -2.54622, -0.48580)  -0.040
C (-1.74069, 0.95603, -3.17530)  -0.045
H (-0.51616, -0.88386, -4.58055)  0.084
H (-1.28790, -2.32889, -4.01167)  0.054
H (-2.25510, -1.07847, -4.78961)  0.092
H (-0.46224, 0.02593, -1.03150)  0.124
H (0.48651, -0.47505, -2.41332)  0.111
H (-0.09233, -2.83083, -2.03605)  0.104
H (0.53013, -2.13003, -0.55842)  0.113
H (-1.51478, -3.48619, -0.13995)  0.126
H (-1.68052, -1.82054, 0.36893)  0.116
H (-3.65238, -3.30146, -3.18002)  0.093
H (-3.23098, -4.41840, -1.89155)  0.083
H (-1.96341, -3.73141, -2.84761)  0.058
H (-4.12720, -1.85690, 0.35829)  0.059
H (-4.07700, -3.55100, -0.05741)  0.087
H (-5.01866, -2.44261, -1.05641)  0.091
H (-2.62347, 1.14286, -3.79272)  0.090
H (-0.86459, 1.24048, -3.76188)  0.065
H (-1.77283, 1.63343, -2.31959)  0.078
C (-1.67230, -4.24460, 6.17261)  -0.039
C (-1.31777, -3.53381, 4.84922)  -0.486
C (-0.42726, -2.31181, 5.13662)  -0.139
C (-1.19181, -1.14105, 5.74199)  -0.181
C (-2.37239, -0.76499, 4.85477)  -0.136
C (-3.30439, -1.95237, 4.55092)  -0.479
N (-2.56448, -3.17531, 4.10412)  -0.045
O (-2.22622, -2.99346, 2.82648)  -0.033
C (-4.15383, -2.27147, 5.80348)  -0.043
C (-4.35038, -1.48908, 3.51305)  -0.044
C (-0.46470, -4.58313, 4.10451)  -0.047
H (-0.76189, -4.52683, 6.70766)  0.088
H (-2.24135, -3.63792, 6.87105)  0.054
H (-2.23848, -5.16057, 5.98495)  0.092
H (0.04949, -1.97105, 4.20950)  0.124
H (0.38942, -2.59240, 5.80816)  0.123
H (-1.52787, -1.38768, 6.75378)  0.105
H (-0.52347, -0.28156, 5.84371)  0.114
H (-2.93879, 0.04023, 5.33278)  0.126
H (-1.98330, -0.34850, 3.91848)  0.125
H (-4.63694, -3.24767, 5.71567)  0.094
H (-4.94867, -1.53329, 5.93574)  0.083
H (-3.58704, -2.24246, 6.73282)  0.059
H (-3.89451, -1.11269, 2.59609)  0.066
H (-4.95263, -0.66963, 3.91213)  0.086
H (-5.03169, -2.30320, 3.25103)  0.093
H (-1.06230, -5.46008, 3.84182)  0.089
H (0.35945, -4.92398, 4.73535)  0.086
H (-0.01485, -4.18940, 3.19121)  0.076

Forces on atoms 1 to 6 (eV/Å):
0.9 0.3 -0.9
-2.1 0.6 0.7
1.6 0.0 -1.1
-0.4 -0.2 0.2
1.9 4.0 0.9
1.5 -1.9 2.3

As for the multiplicity: 3. The calculation puts the total energy at -2246.03983 hartree. Its expectation value of S² is 2.01.